This record from the Open Molecules 2025 dataset describes a structure of composition C44H72N9O2PSr. The level of theory is ωB97M-V/def2-TZVPD.

Each line ends with the Mulliken charge.
Element x y z (Å)
Sr1 -0.88 0.65 0.14  1.2602
C1 -5.82 -5.01 2.38  -1.4709
C2 -4.69 -4.02 2.25  0.4071
C3 -3.42 -4.28 2.70  -1.5199
C4 -2.37 -3.33 2.58  0.2592
C5 -1.12 -3.68 3.09  0.0997
N1 -0.07 -2.90 3.08  0.7063
C6 1.23 -3.27 3.63  -1.0427
C7 1.51 -2.64 5.00  -0.4166
C8 2.95 -2.17 5.17  -1.2409
N2 3.36 -1.24 4.11  -0.0391
C9 2.65 -0.24 3.62  -0.6029
C10 1.58 0.44 4.21  0.0467
C11 1.44 0.61 5.61  -0.1791
C12 0.49 1.43 6.14  -0.0646
C13 0.36 1.69 7.61  -1.7340
C14 -0.37 2.09 5.22  -0.7090
C15 -0.33 1.93 3.86  1.4419
C16 -1.34 2.68 3.10  -1.1147
N3 -1.77 2.46 1.93  0.8761
C17 -2.83 3.36 1.47  -0.8417
C18 -4.19 2.69 1.29  -0.9775
C19 -4.27 1.66 0.16  -0.9170
N4 -3.59 0.42 0.52  0.4513
C20 -4.34 -0.50 0.95  -1.3824
C21 -3.93 -1.79 1.51  2.0205
C22 -4.91 -2.75 1.69  -0.7386
C23 -2.59 -2.05 1.96  -0.6485
O1 -1.64 -1.22 1.81  0.3473
C24 0.67 1.07 3.27  -0.3000
O2 0.78 0.83 2.04  -0.5587
H1 -5.47 -5.94 2.82  0.3942
H2 -6.25 -5.23 1.41  0.3396
H3 -6.61 -4.61 3.01  0.3349
H4 -3.20 -5.23 3.16  0.3491
H5 -0.99 -4.66 3.54  0.5296
H6 -0.22 -1.98 2.65  -0.5184
H7 1.98 -2.94 2.90  0.1945
H8 1.29 -4.36 3.68  0.6696
H9 1.29 -3.36 5.80  0.6251
H10 0.83 -1.81 5.15  0.2961
H11 3.64 -3.01 5.11  0.4581
H12 3.09 -1.73 6.16  0.3712
H13 4.18 -1.50 3.59  0.3263
H14 2.93 0.08 2.62  0.6764
H15 2.15 0.13 6.28  0.4873
H16 1.09 1.12 8.18  0.3719
H17 -0.63 1.42 7.97  0.3782
H18 0.51 2.75 7.84  0.3857
H19 -1.12 2.76 5.63  0.5351
H20 -1.79 3.49 3.68  0.2656
H21 -2.53 3.78 0.51  -0.2006
H22 -2.95 4.20 2.16  0.5833
H23 -4.91 3.48 1.07  0.5020
H24 -4.51 2.21 2.22  0.3274
H25 -3.81 2.07 -0.75  0.0538
H26 -5.33 1.47 -0.07  0.5252
H27 -5.43 -0.36 0.94  0.2980
H28 -5.92 -2.50 1.36  0.5290
N5 -1.39 2.09 -2.11  1.1304
C25 -1.48 3.54 -2.41  -0.9919
C26 -0.08 4.16 -2.58  0.8706
C27 0.49 4.90 -1.37  -1.5894
C28 0.49 4.14 -0.05  -0.2752
N6 0.96 2.75 -0.17  0.2182
H29 -0.57 1.72 -2.59  -0.6187
H30 -2.18 1.60 -2.53  0.0626
H31 -2.02 4.04 -1.60  0.1934
H32 -2.05 3.70 -3.32  0.5342
H33 -0.11 4.86 -3.41  0.7039
H34 0.60 3.36 -2.89  -1.1066
H35 -0.06 5.83 -1.22  0.3811
H36 1.51 5.20 -1.61  0.4141
H37 -0.52 4.12 0.35  0.0022
H38 1.09 4.71 0.67  0.5060
H39 1.37 2.45 0.71  0.1497
H40 1.68 2.67 -0.88  -0.1684
C29 1.88 -3.99 -0.17  -1.5198
C30 1.16 -2.73 -0.10  0.4593
N7 0.58 -1.74 -0.03  -0.0226
H41 2.93 -3.83 0.05  0.3360
H42 1.79 -4.40 -1.18  0.4128
H43 1.46 -4.71 0.54  0.4087
C31 2.49 0.16 -6.18  -1.6395
C32 2.73 1.36 -5.27  0.3761
C33 1.72 2.46 -5.61  -1.3367
P1 2.66 1.03 -3.43  1.0530
C34 3.28 -0.71 -3.19  0.1867
C35 2.16 -1.72 -3.45  -1.2158
C36 3.78 -0.88 -1.76  -1.4330
C37 4.14 2.02 -2.85  0.3220
C38 3.91 3.52 -3.09  -1.5678
C39 5.49 1.61 -3.42  -1.6978
H44 2.60 0.46 -7.22  0.4751
H45 1.47 -0.23 -6.06  0.2256
H46 3.19 -0.66 -5.99  0.3853
H47 3.73 1.74 -5.49  0.3624
H48 0.70 2.11 -5.43  0.2016
H49 1.80 2.74 -6.66  0.4957
H50 1.87 3.36 -5.01  0.2237
H51 4.11 -0.90 -3.88  0.7439
H52 1.32 -1.55 -2.77  -0.1099
H53 2.54 -2.74 -3.28  0.4250
H54 1.78 -1.68 -4.47  0.3156
H55 3.01 -0.56 -1.04  -0.0558
H56 4.69 -0.31 -1.55  0.3747
H57 4.01 -1.93 -1.57  0.3700
H58 4.15 1.86 -1.76  0.3761
H59 3.93 3.75 -4.15  0.2581
H60 4.69 4.10 -2.61  0.5296
H61 2.95 3.85 -2.69  0.2785
H62 5.55 1.81 -4.49  0.3135
H63 5.72 0.56 -3.27  0.3572
H64 6.29 2.19 -2.94  0.4949
C40 -3.41 -4.22 -1.76  -1.2713
C41 -2.70 -2.99 -2.23  0.8800
C42 -2.41 -2.53 -3.49  -1.7229
C43 -1.71 -1.32 -3.30  0.4393
N8 -1.58 -1.05 -2.01  0.3860
N9 -2.19 -2.08 -1.38  0.7434
C44 -1.18 -0.41 -4.36  -0.8667
H65 -3.87 -4.72 -2.60  0.3842
H66 -4.18 -3.97 -1.03  0.2124
H67 -2.71 -4.92 -1.29  0.2455
H68 -2.67 -2.99 -4.43  0.5317
H69 -2.16 -2.14 -0.38  -0.4334
H70 -0.97 -0.98 -5.27  0.4318
H71 -0.25 0.07 -4.04  -0.4078
H72 -1.90 0.36 -4.63  0.3632

Charge: +2
F_max (eV Å⁻¹): 0.234
ΔE to the lowest compared entry with this formula, charge and spin (kcal/mol): 4.96


This record from the Open Molecules 2025 dataset describes a cluster of 14 separate species, C44H73Cl29N2O3 in total in a non-equilibrium geometry. The level of theory is ωB97M-V/def2-TZVPD.

Each line ends with the Mulliken charge.
Element x y z (Å)
C1 -5.46 2.89 -2.65  -0.5299
C2 -6.01 2.59 -4.10  -0.4503
C3 -6.72 1.16 -4.10  0.0104
C4 -6.22 0.30 -5.31  0.3685
C5 -6.52 1.09 -6.65  -1.4356
N1 -6.80 -1.05 -5.37  -0.0112
C6 -7.27 -1.59 -4.11  -0.4195
O1 -8.36 -1.69 -3.77  -0.4532
C7 -5.93 -2.01 -3.46  0.3588
C8 -5.51 -2.12 -2.10  -1.0998
C9 -4.13 -2.58 -1.88  0.3049
N2 -3.72 -2.67 -0.48  -0.4814
C10 -3.23 -2.92 -2.97  -0.0876
C11 -1.82 -3.44 -2.59  -0.8011
Cl1 -1.36 -4.98 -3.47  -0.1460
C12 -0.69 -2.35 -2.63  0.7997
C13 -1.00 -1.10 -3.51  -1.1099
Cl2 -0.56 -1.74 -0.90  -0.0624
C14 -3.69 -2.78 -4.36  1.5391
C15 -2.79 -3.11 -5.57  -1.2263
C16 -3.16 -4.53 -6.15  0.4952
O2 -4.23 -4.91 -6.17  -0.3504
Cl3 -1.76 -5.52 -6.76  -0.1934
C17 -5.02 -2.32 -4.57  0.2290
C18 -5.84 -2.02 -5.86  -0.0762
O3 -5.78 -2.46 -6.92  -0.4545
H1 -6.02 2.34 -1.85  -0.3485
H2 -5.55 3.98 -2.38  0.3744
H3 -4.39 2.59 -2.55  0.3102
H4 -5.12 2.59 -4.78  0.3048
H5 -6.73 3.39 -4.39  0.2954
H6 -7.81 1.39 -4.17  0.3502
H7 -6.46 0.72 -3.10  -0.0263
H8 -5.10 0.29 -5.24  0.0223
H9 -6.33 0.36 -7.48  0.4289
H10 -5.76 1.90 -6.72  0.3502
H11 -7.56 1.48 -6.67  0.2802
H12 -6.21 -1.88 -1.28  0.4930
H13 -4.28 -3.44 -0.11  0.3450
H14 -4.16 -1.85 -0.06  0.3315
H15 -1.90 -3.76 -1.52  0.5745
H16 0.31 -2.79 -2.84  -0.4434
H17 -1.80 -0.46 -3.07  0.3335
H18 -0.08 -0.47 -3.48  0.2894
H19 -1.19 -1.32 -4.58  0.2216
H20 -2.95 -2.31 -6.33  0.5399
H21 -1.71 -3.17 -5.30  0.3033
Cl4 -3.68 -9.94 0.65  -0.1882
C19 -2.28 -10.96 1.01  -0.4441
C20 -1.51 -10.48 2.22  -0.4183
Cl5 -0.67 -8.93 1.93  -0.1634
H22 -1.65 -10.99 0.12  0.3161
H23 -2.66 -11.96 1.19  0.3157
H24 -0.74 -11.21 2.48  0.3464
H25 -2.16 -10.36 3.08  0.2412
Cl6 -6.05 4.82 1.53  -0.1746
C21 -7.55 3.86 1.52  -0.4870
C22 -7.29 2.38 1.68  -0.5423
Cl7 -6.49 1.69 0.24  -0.1179
H26 -8.09 4.08 0.60  0.3202
H27 -8.16 4.22 2.36  0.3469
H28 -8.24 1.85 1.80  0.2940
H29 -6.67 2.17 2.55  0.3442
Cl8 -0.85 -7.90 8.15  -0.1935
C23 0.14 -8.09 6.68  -0.2134
C24 -0.70 -8.16 5.43  -0.2418
Cl9 -1.64 -9.69 5.41  -0.2376
H30 0.74 -9.00 6.80  0.3450
H31 0.82 -7.24 6.64  0.0449
H32 -0.06 -8.16 4.55  0.1619
H33 -1.39 -7.33 5.34  0.3269
Cl10 1.93 0.52 -1.65  -0.2052
C25 2.36 1.20 -0.05  0.2134
C26 1.14 1.64 0.72  -0.1725
Cl11 0.34 3.06 0.00  -0.2190
H34 3.05 2.04 -0.21  -0.3127
H35 2.88 0.42 0.49  0.3011
H36 1.43 1.92 1.73  0.1621
H37 0.40 0.84 0.79  0.2326
Cl12 0.56 -2.46 2.21  -0.2032
C27 2.16 -3.25 2.22  -0.1425
C28 2.12 -4.73 2.53  -0.5281
Cl13 1.64 -5.02 4.23  -0.1545
H38 2.78 -2.71 2.94  0.3304
H39 2.59 -3.09 1.23  0.0191
H40 3.12 -5.15 2.40  0.3314
H41 1.44 -5.27 1.89  0.3206
Cl14 3.95 3.85 0.05  -0.3224
C29 3.80 4.70 1.62  0.4832
C30 4.58 4.03 2.71  -0.1850
Cl15 3.88 2.44 3.16  -0.2292
H42 2.74 4.77 1.86  0.3871
H43 4.17 5.71 1.46  -0.4651
H44 4.57 4.65 3.61  0.0927
H45 5.62 3.87 2.42  0.2682
Cl16 2.81 -3.89 -1.49  -0.0741
C31 3.67 -4.70 -2.82  -0.5844
C32 3.54 -3.94 -4.12  -0.5856
Cl17 1.88 -3.98 -4.76  -0.0874
H46 3.27 -5.71 -2.91  0.3187
H47 4.71 -4.76 -2.53  0.3369
H48 4.18 -4.39 -4.88  0.3704
H49 3.84 -2.90 -4.00  0.3064
Cl18 5.12 8.11 1.07  -0.2178
C33 4.95 8.93 2.64  -0.0715
C34 5.73 8.24 3.73  -0.3666
Cl19 5.03 6.65 4.16  -0.2651
H50 3.89 9.00 2.88  0.0009
H51 5.33 9.95 2.51  0.3597
H52 5.71 8.84 4.64  0.1532
H53 6.77 8.09 3.45  0.2678
Cl20 7.73 8.47 6.71  -0.1412
C35 8.26 10.09 7.25  -0.4673
C36 7.17 11.13 7.07  -0.5034
Cl21 6.84 11.47 5.35  -0.1690
H54 9.15 10.35 6.69  0.3041
H55 8.52 10.01 8.30  0.3211
H56 7.49 12.07 7.52  0.3605
H57 6.24 10.82 7.54  0.3186
Cl22 0.56 -6.47 -9.99  -0.1836
C37 -1.05 -6.60 -10.75  -0.3225
C38 -1.46 -8.04 -10.97  -0.4297
Cl23 -0.48 -8.84 -12.22  -0.1882
H58 -1.03 -6.05 -11.68  0.3409
H59 -1.75 -6.11 -10.08  0.1806
H60 -2.50 -8.08 -11.31  0.2983
H61 -1.38 -8.62 -10.05  0.3037
Cl24 7.68 6.03 2.50  -0.0924
C39 8.83 5.40 3.71  -0.4179
C40 8.93 3.89 3.69  -0.5428
Cl25 7.44 3.11 4.27  -0.1582
H62 8.52 5.77 4.69  0.1987
H63 9.80 5.84 3.48  0.3879
H64 9.73 3.57 4.35  0.3741
H65 9.14 3.52 2.69  0.3182
Cl26 1.52 -4.88 8.52  -0.1397
C41 2.32 -3.30 8.79  -0.4896
C42 1.75 -2.11 8.04  -0.5358
Cl27 2.04 -2.12 6.28  -0.0982
H66 3.37 -3.43 8.57  0.3197
H67 2.21 -3.11 9.86  0.3180
H68 2.23 -1.20 8.41  0.3142
H69 0.68 -2.01 8.19  0.3226
Cl28 1.22 12.59 2.44  -0.1842
C43 1.48 11.61 0.97  -0.4494
C44 0.75 10.29 1.03  -0.4485
Cl29 1.44 9.19 2.25  -0.1754
H70 2.55 11.47 0.85  0.2911
H71 1.11 12.20 0.13  0.3303
H72 0.83 9.78 0.07  0.2846
H73 -0.31 10.43 1.26  0.3568

Charge: 0
F_max (eV Å⁻¹): 6.168


| no. | frontier orbital gap (eV) | HOMO (eV) |
| --- | --- | --- |
| 1 | 7.0 | -12.22 |
| 2 | 8.9 | -8.90 |